Entry 1:
9
Properties=species:S:1:pos:R:3:forces:R:3 method="wB97M-V/def2-TZVPD" homo_energy_ev=-9.8 smiles="C=C(Br)CF" homo_lumo_gap_ev=10.61
C 0.068774 0.174379 -1.405916 -0.10 -1.37 -1.66
C 0.154976 0.464305 -0.151809 -0.04 -1.48 0.81
C -0.200252 -0.525829 0.918963 1.07 1.07 2.76
F -0.675140 -1.827427 0.689132 0.69 1.73 -0.61
Br 0.790242 2.123078 0.455296 -0.22 0.10 0.33
H -0.119218 -0.934502 -1.600682 -0.03 1.90 -0.41
H 0.241240 0.983266 -2.110053 0.03 -0.73 -0.49
H -0.881098 0.052214 1.522074 -1.35 -0.31 0.17
H 0.620475 -0.509484 1.682995 -0.06 -0.92 -0.91



Entry 2:
21
Properties=species:S:1:pos:R:3:forces:R:3 method="wB97M-V/def2-TZVPD" homo_energy_ev="-10.6 / -11.0" total_charge=+1 multiplicity=5 homo_lumo_gap_ev="6.40 / 6.95" s2=6.388
H 2.963641 -0.691004 1.881784 -0.01 0.56 -0.62
C 2.497515 0.286265 2.081988 -0.23 -2.10 0.78
C 0.997819 0.132608 2.313324 -1.15 3.60 -0.33
H 2.711348 1.105849 1.378339 -0.35 -0.56 0.02
H 2.945142 0.618633 3.034489 -0.41 0.01 -0.11
H 0.826509 1.054411 2.904262 -0.04 1.94 -1.33
H 0.056448 -0.157043 2.793570 1.04 -1.99 -0.06
O 0.163662 -0.010732 0.553869 1.26 0.73 1.85
C -0.337823 1.052426 -0.218308 -0.17 0.97 0.28
C -0.689649 0.536844 -1.600186 0.31 0.38 -0.39
O -1.436323 -0.677926 -1.437656 -0.55 0.54 -0.68
C -2.051774 -1.155231 -2.630673 -0.24 -0.04 -0.58
H 0.428581 1.837211 -0.314081 -0.35 -0.05 -0.05
H -1.239947 1.456333 0.272970 0.27 0.11 -0.26
H 0.211919 0.316038 -2.192354 -0.19 0.04 0.14
H -1.301103 1.273285 -2.140058 0.12 -0.15 0.14
H -2.570724 -2.087830 -2.385789 0.12 0.23 -0.08
H -2.777924 -0.413809 -2.987936 0.15 -0.21 0.05
H -1.289539 -1.334137 -3.401764 -0.21 0.01 0.16
H 0.584933 -1.461936 1.991822 -0.98 -2.81 -1.76
Cr -0.692707 -1.680252 0.102379 1.60 -1.23 2.83